[1]
{"formula": "C3H5LuO4", "method": "wB97M-V/def2-TZVPD", "species": ["C", "C", "O", "Lu", "H", "H", "H", "H", "H", "O", "C", "O", "O"], "coordinates": [[0.708187, 1.579833, -2.123190], [-0.034356, 0.358044, -1.650573], [-0.850821, 0.485929, -0.593137], [-1.366365, -0.384500, 1.527554], [1.306571, 1.324295, -3.006728], [0.007435, 2.386372, -2.378415], [1.383699, 1.937709, -1.333622], [0.647546, -0.555780, -1.427228], [-0.664649, -0.120140, -2.452569], [0.331248, -1.514084, 2.251160], [-0.263907, -1.786067, 3.401683], [-1.505174, -1.351508, 3.445163], [0.300585, -2.360103, 4.339901]], "forces_ev_per_angstrom": [[0.03, 0.03, 0.10], [0.51, -0.46, -0.12], [-0.05, -0.34, 0.94], [2.10, -2.26, 2.58], [-0.17, 0.10, 0.22], [0.19, -0.22, 0.03], [-0.15, -0.06, -0.22], [-0.57, 0.69, -0.33], [0.20, -0.11, 0.02], [-1.16, 1.93, -2.83], [2.38, -2.49, 4.16], [-1.88, 1.80, -2.06], [-1.41, 1.40, -2.47]], "lowdin_spin": [0.014, 0.174, 0.619, 0.000, -0.001, 0.005, 0.006, 0.084, 0.085, 0.004, 0.000, 0.006, 0.004], "de_lowest_kj_mol": 74.9, "orbital_gap_ev": [6.157, 3.928], "spin_multiplicity": 2, "total_charge": 1, "max_force_ev_per_a": 5.4, "energy_ha": -1653.48544, "homo_energy_ev": [-12.78, -12.75]}

[2]
{"formula": "F6H18O9P", "method": "wB97M-V/def2-TZVPD", "species": ["P", "F", "F", "F", "F", "F", "F", "O", "H", "H", "O", "H", "H", "O", "H", "H", "O", "H", "H", "O", "H", "H", "O", "H", "H", "O", "H", "H", "O", "H", "H", "O", "H", "H"], "coordinates": [[-0.004621, -0.824804, 0.205628], [-1.060772, -1.696713, -0.641867], [-0.605200, -1.348137, 1.572391], [0.912833, -2.085435, 0.371438], [1.084953, 0.007325, 1.077348], [0.682944, -0.259944, -1.132282], [-0.948917, 0.452576, 0.152986], [-5.587111, 0.693008, 2.407772], [-4.666377, 0.804632, 2.171097], [-5.915020, 1.584832, 2.523324], [2.994304, 3.585579, 5.079220], [3.070101, 3.389696, 6.013092], [2.540583, 2.827415, 4.711033], [5.793067, -4.392659, 1.455997], [5.013699, -4.082929, 0.994596], [5.890394, -5.303435, 1.178077], [-1.581748, 0.509429, 7.274413], [-1.415989, 0.489776, 8.216939], [-0.710838, 0.534332, 6.878036], [3.523240, 4.447521, -1.643667], [3.250059, 3.620296, -1.247042], [4.479664, 4.423986, -1.613173], [-0.273407, -4.380012, -5.121941], [-0.165841, -3.906480, -5.946823], [-0.737237, -3.766721, -4.551879], [-1.613057, -6.783533, 0.329596], [-1.037074, -6.028907, 0.207066], [-2.418439, -6.414379, 0.691945], [1.184423, 3.127442, -7.313457], [0.653811, 3.651600, -7.913415], [0.674426, 3.099521, -6.503919], [-4.328218, 4.579866, -3.672922], [-3.643724, 4.436588, -3.019338], [-5.034910, 5.008667, -3.190268]], "forces_ev_per_angstrom": [[0.53, 0.67, 0.56], [-0.31, 0.02, -0.39], [-2.29, 0.43, 1.60], [2.20, -1.73, -1.69], [0.42, 0.79, 0.13], [0.56, -0.74, -0.64], [-1.12, 0.55, 0.43], [-0.25, -0.13, 0.05], [0.35, -0.09, -0.10], [-0.07, 0.19, 0.03], [0.10, 0.23, -0.01], [0.04, -0.02, 0.21], [-0.14, -0.21, -0.24], [0.24, 0.05, 0.15], [-0.28, 0.18, -0.09], [0.02, -0.21, -0.05], [-0.21, 0.04, 0.00], [0.00, -0.02, 0.23], [0.19, -0.03, -0.23], [-0.06, 0.26, -0.11], [-0.19, -0.28, 0.12], [0.21, 0.00, 0.00], [0.04, -0.28, -0.08], [0.06, 0.12, -0.18], [-0.08, 0.17, 0.28], [0.00, -0.35, -0.03], [0.18, 0.27, -0.05], [-0.17, 0.13, 0.08], [0.20, -0.07, -0.13], [-0.11, 0.12, -0.15], [-0.09, -0.06, 0.28], [-0.04, 0.02, -0.26], [0.23, -0.12, 0.16], [-0.18, 0.08, 0.10]], "lowdin_charge": [0.014, -0.169, -0.165, -0.156, -0.194, -0.168, -0.160, -0.056, 0.034, 0.022, -0.055, 0.022, 0.033, -0.057, 0.034, 0.023, -0.052, 0.023, 0.029, -0.057, 0.034, 0.023, -0.057, 0.023, 0.033, -0.060, 0.032, 0.027, -0.056, 0.024, 0.032, -0.057, 0.032, 0.024], "de_lowest_kj_mol": 208.6, "orbital_gap_ev": 10.655, "total_charge": -1, "max_force_ev_per_a": 3.3, "energy_ha": -1628.78073, "homo_energy_ev": -8.41}

[3]
{"formula": "C4H6N2S2", "method": "wB97M-V/def2-TZVPD", "species": ["C", "N", "S", "C", "C", "C", "S", "N", "H", "H", "H", "H", "H", "H"], "coordinates": [[-0.050476, 1.830287, 0.480874], [1.096865, 1.467963, 0.014188], [1.736439, 0.020545, -0.392901], [0.733326, -1.321037, 0.004687], [-0.040796, -1.471992, 1.232316], [-0.686740, -1.462448, -0.153004], [-1.570266, 0.037634, -0.756591], [-1.190637, 1.006622, 0.647132], [-0.021437, 2.976935, 0.582526], [1.414095, -2.105815, -0.322532], [-0.179528, -0.620251, 1.812010], [-0.072738, -2.583102, 1.463323], [-0.942113, -2.454053, -0.496856], [-1.932517, 1.084467, 1.334940]], "forces_ev_per_angstrom": [[1.49, 1.42, -0.50], [-1.53, 0.68, 0.91], [0.89, 1.03, -0.65], [2.21, -0.44, -0.52], [-0.77, -3.78, -1.39], [-0.94, 0.58, -0.66], [0.28, -0.50, 1.78], [0.22, -0.17, -1.62], [-1.01, -1.81, 0.36], [-0.33, -0.48, 0.17], [-0.20, 0.70, 1.46], [0.08, 1.89, 1.23], [-0.87, 0.27, -0.29], [0.48, 0.59, -0.27]], "lowdin_charge": [-0.367, -0.368, 0.925, -0.713, -0.115, -0.536, 0.909, -0.352, 0.132, 0.091, 0.068, 0.135, 0.101, 0.088], "de_lowest_kj_mol": 331.5, "orbital_gap_ev": 8.463, "total_charge": 0, "smiles": "C1=NS[C@H]2C[C@H]2SN1", "max_force_ev_per_a": 4.1, "energy_ha": -1061.78992, "homo_energy_ev": -7.91}

[4]
{"formula": "C3H6N2O", "method": "wB97M-V/def2-TZVPD", "species": ["N", "C", "C", "O", "C", "N", "H", "H", "H", "H", "H", "H"], "coordinates": [[-1.626518, -0.892173, 0.126122], [-0.981980, -0.133680, -0.720347], [0.955109, 0.694182, 0.310803], [1.243344, 0.045134, 1.331560], [1.695325, 0.427229, -0.933734], [2.497498, 0.376932, -1.769591], [-0.725304, -1.286012, 1.138528], [-2.061095, -0.361844, 0.880176], [-0.322062, -0.584060, -1.452703], [-1.183906, 0.932127, -0.825159], [0.449771, 1.672358, 0.404229], [0.059817, -0.890192, 1.510111]], "forces_ev_per_angstrom": [[1.19, 0.32, 0.18], [-0.34, 0.27, -0.09], [0.56, 0.52, 0.25], [-1.06, -0.13, -0.78], [1.28, 0.53, -0.21], [-1.15, -0.16, 0.60], [1.85, 0.16, 0.84], [-0.85, 0.43, -0.54], [-0.57, -0.27, -0.25], [-0.04, -0.16, 0.07], [0.25, -0.40, -0.24], [-1.12, -1.09, 0.17]], "lowdin_charge": [-0.018, -0.169, -0.348, -0.030, -0.191, 0.171, 0.092, 0.073, 0.074, 0.091, 0.130, 0.125], "de_lowest_kj_mol": 585.1, "orbital_gap_ev": 8.895, "total_charge": 0, "max_force_ev_per_a": 2.0, "energy_ha": -302.47024, "homo_energy_ev": -9.59}

[5]
{"formula": "C34H44As2FeN3OSSe3Te", "method": "wB97M-V/def2-TZVPD", "species": ["Fe", "C", "As", "C", "C", "C", "C", "C", "C", "C", "As", "C", "C", "H", "H", "H", "H", "H", "H", "H", "H", "H", "H", "H", "H", "H", "H", "H", "H", "Se", "Se", "Te", "Se", "C", "C", "C", "C", "C", "C", "C", "N", "C", "N", "C", "C", "C", "C", "C", "C", "C", "N", "C", "C", "C", "C", "C", "C", "C", "H", "H", "H", "H", "H", "H", "H", "H", "H", "H", "H", "H", "H", "H", "H", "H", "H", "H", "H", "H", "H", "H", "C", "S", "C", "O", "H", "H", "H", "H", "H", "H"], "coordinates": [[-2.400278, -1.004978, 0.222653], [-1.907103, -4.374131, 0.196040], [-0.825813, -2.748331, -0.055609], [0.529343, -3.170832, 1.275215], [-0.063425, -3.477017, -1.743952], [0.569463, -4.715974, -1.602764], [0.942894, -5.485151, -2.687127], [0.647147, -5.041404, -3.963834], [0.032478, -3.815814, -4.125622], [-0.313408, -3.001411, -3.044650], [-0.954010, -1.185174, -3.462308], [0.363082, -0.899459, -4.919401], [-2.412505, -1.602843, -4.730463], [-1.266065, -5.243153, 0.357798], [-2.521985, -4.542000, -0.689223], [-2.573765, -4.271209, 1.052146], [1.155302, -4.003712, 0.955979], [0.020012, -3.457153, 2.195040], [1.162529, -2.310177, 1.480714], [0.777214, -5.097572, -0.610696], [1.437648, -6.436556, -2.535594], [0.890879, -5.651456, -4.824969], [-0.206110, -3.485210, -5.129135], [0.145800, -1.518979, -5.790440], [1.367222, -1.121406, -4.566556], [0.347525, 0.143207, -5.238677], [-2.344100, -2.625352, -5.100828], [-2.360884, -0.904871, -5.569461], [-3.374840, -1.489363, -4.237140], [-3.956689, 0.071612, 1.506636], [-5.845671, 0.691794, 0.473189], [-5.168787, -3.338633, -2.486142], [-3.651884, -1.829530, -1.235599], [3.657911, 3.899956, 2.621590], [2.206398, 4.244352, 2.441247], [1.742608, 5.534868, 2.648309], [0.401738, 5.854136, 2.485221], [-0.494408, 4.864914, 2.114367], [-0.054455, 3.569651, 1.893848], [1.294146, 3.251650, 2.050660], [1.789371, 1.961848, 1.820379], [0.991265, 0.843590, 1.468138], [0.137248, 0.589712, 2.488234], [-0.782761, -0.414206, 2.906264], [-1.677433, -1.177689, 2.118477], [-2.468452, -2.099240, 2.830902], [-2.440313, -2.242733, 4.201420], [-1.608045, -1.433063, 4.944097], [-0.777067, -0.528059, 4.312806], [0.138078, 0.329795, 5.150674], [1.264067, 0.157618, 0.419827], [2.189521, 0.808879, -0.429909], [1.885809, 2.066468, -0.965996], [2.832958, 2.793733, -1.661152], [4.102996, 2.264930, -1.852335], [4.391730, 0.997986, -1.375271], [3.455718, 0.256376, -0.656934], [3.809832, -1.085323, -0.080888], [4.202356, 4.748636, 3.031601], [4.121545, 3.629122, 1.667857], [3.774965, 3.050018, 3.296962], [2.442907, 6.300416, 2.961825], [0.056917, 6.865666, 2.655759], [-1.543170, 5.104110, 1.991872], [-0.749150, 2.800539, 1.577500], [2.676067, 1.962743, 1.338862], [0.305006, 1.253874, 3.224963], [-3.198234, -2.689743, 2.284740], [-3.092185, -2.961939, 4.681991], [-1.608573, -1.497601, 6.026143], [0.003400, 0.090480, 6.204277], [-0.065346, 1.398942, 5.029805], [1.186584, 0.156917, 4.893399], [0.895640, 2.461528, -0.788462], [2.584089, 3.775792, -2.045360], [4.860505, 2.835697, -2.374580], [5.371226, 0.568109, -1.553810], [4.800994, -1.398575, -0.407533], [3.083151, -1.831713, -0.400370], [3.792975, -1.056686, 1.011409], [-3.426751, 3.181089, -0.705457], [-3.142907, 1.596498, -1.542758], [-2.381909, 2.371407, -3.007598], [-1.978140, 0.983805, -0.812529], [-2.463936, 3.636127, -0.477227], [-3.987209, 2.986973, 0.204571], [-4.025362, 3.802868, -1.369704], [-1.910343, 1.571490, -3.574758], [-3.179121, 2.834758, -3.586598], [-1.635665, 3.100743, -2.695983]], "forces_ev_per_angstrom": [[2.64, 0.76, 2.15], [-0.13, -0.09, 0.19], [0.05, -0.68, -0.77], [0.44, -0.02, 0.09], [0.02, 0.01, -0.22], [0.12, 0.10, 0.13], [0.03, -0.07, 0.01], [0.01, -0.07, -0.06], [-0.13, 0.04, -0.03], [0.10, -0.18, 0.32], [-0.05, 0.11, -0.21], [0.14, 0.06, -0.06], [-0.09, 0.07, 0.19], [0.06, 0.10, 0.00], [0.07, 0.11, 0.00], [0.07, 0.07, -0.04], [-0.02, 0.05, -0.01], [-0.10, 0.06, -0.05], [-0.05, 0.08, -0.10], [-0.04, -0.05, -0.07], [0.00, -0.01, 0.02], [0.00, 0.03, -0.03], [0.06, 0.00, 0.01], [0.02, 0.00, 0.03], [0.10, -0.03, 0.06], [-0.10, 0.06, 0.07], [0.05, 0.02, -0.01], [0.11, 0.00, 0.04], [-0.02, -0.06, 0.04], [-1.02, 0.92, 0.81], [-0.28, 0.12, -0.16], [0.00, -0.22, 0.17], [-2.10, -0.95, -2.76], [-0.08, 0.01, -0.04], [0.06, -0.01, 0.01], [-0.09, -0.05, 0.00], [-0.05, 0.07, 0.06], [0.02, 0.05, 0.02], [-0.01, -0.07, -0.10], [-0.12, 0.14, 0.05], [0.07, 0.32, 0.28], [0.52, -0.02, 0.16], [-0.57, 0.03, -0.33], [-0.34, -0.60, -0.06], [0.37, 0.67, 0.52], [0.14, -0.07, -0.17], [-0.10, -0.25, -0.05], [0.04, 0.02, 0.20], [0.14, 0.00, 0.03], [0.00, -0.19, 0.11], [-0.21, -0.11, -0.02], [0.00, -0.05, -0.18], [-0.02, -0.24, -0.22], [-0.02, 0.03, -0.04], [0.03, 0.06, -0.11], [-0.02, -0.05, 0.00], [-0.03, -0.05, 0.01], [-0.09, 0.04, -0.05], [0.04, 0.01, -0.01], [0.06, -0.01, 0.00], [0.02, -0.02, -0.01], [0.03, 0.00, -0.04], [0.01, 0.01, 0.01], [-0.01, -0.04, -0.02], [-0.05, 0.02, 0.00], [-0.04, 0.00, 0.05], [-0.01, -0.09, -0.09], [0.03, 0.05, -0.03], [-0.01, 0.02, 0.03], [0.06, 0.01, 0.01], [0.01, 0.04, 0.02], [0.00, 0.04, 0.09], [0.01, 0.06, 0.03], [-0.11, 0.05, -0.03], [0.00, -0.01, 0.01], [-0.01, -0.03, -0.05], [0.02, 0.01, 0.05], [0.02, 0.00, 0.01], [-0.04, -0.09, 0.06], [-0.02, -0.06, -0.02], [-0.20, -0.28, -0.06], [0.42, 0.70, -0.21], [-0.16, -0.30, 0.25], [0.29, -0.16, 0.19], [0.07, -0.01, -0.11], [0.00, -0.09, 0.05], [0.01, 0.09, 0.00], [-0.04, 0.00, 0.00], [0.02, 0.05, -0.07], [0.01, 0.00, 0.03]], "lowdin_spin": [2.362, 0.005, 0.000, 0.002, -0.004, -0.001, 0.000, 0.001, 0.000, 0.003, 0.004, 0.001, 0.004, 0.000, 0.003, 0.000, 0.001, 0.000, 0.000, 0.000, 0.000, 0.000, 0.000, 0.000, 0.000, 0.000, 0.001, 0.000, 0.002, 0.309, 0.491, 0.259, 0.478, 0.000, 0.000, 0.000, 0.000, 0.000, 0.000, 0.000, 0.000, 0.000, 0.000, -0.001, -0.022, 0.013, 0.006, -0.003, 0.004, 0.001, 0.000, 0.000, 0.000, 0.000, 0.000, 0.000, 0.000, 0.000, 0.000, 0.000, 0.000, 0.000, 0.000, 0.000, 0.000, 0.000, 0.000, 0.007, 0.000, 0.000, 0.000, 0.000, 0.000, 0.000, 0.000, 0.000, 0.000, 0.000, 0.000, 0.000, 0.011, 0.014, 0.003, 0.033, 0.000, 0.010, 0.001, 0.000, 0.001, 0.000], "de_lowest_kj_mol": 17.8, "orbital_gap_ev": [5.630, 5.520], "spin_multiplicity": 5, "total_charge": -1, "max_force_ev_per_a": 3.6, "energy_ha": -15167.22325, "homo_energy_ev": [-3.45, -3.65]}